A cluster of 7 separate species, C22H44O8 in total at a distorted geometry, computed with ωB97M-V/def2-TZVPD.

Each line ends with the Löwdin charge.
CARTESIAN COORDINATES (ANGSTROEM)
C (44.98000, 45.24100, 39.64800)  -0.056
C (43.91900, 46.15200, 38.87700)  -0.161
O (43.42200, 45.28900, 37.80500)  -0.035
C (42.31100, 45.62500, 37.15600)  -0.505
C (41.87800, 44.48500, 36.15400)  0.025
O (41.66300, 46.65900, 37.30800)  0.060
H (45.25200, 45.87600, 40.63600)  0.109
H (45.97800, 45.07600, 38.89800)  0.140
H (44.77000, 44.34800, 40.06200)  -0.006
H (43.17000, 46.40200, 39.51100)  0.053
H (44.38600, 47.04500, 38.38400)  0.143
H (40.92300, 44.06400, 36.33100)  0.048
H (42.54500, 43.65000, 36.40500)  0.074
H (41.98100, 44.87000, 35.08000)  0.112
C (44.42600, 50.11300, 42.99300)  -0.049
C (43.45500, 49.50100, 43.99500)  -0.356
C (43.68000, 48.02000, 44.26000)  -0.077
O (42.39100, 50.16300, 44.60300)  -0.093
H (43.91800, 51.00600, 42.38100)  0.134
H (44.76400, 49.25500, 42.25200)  0.115
H (45.18900, 50.37600, 43.56200)  0.013
H (44.71800, 47.78700, 44.78600)  0.125
H (43.69000, 47.33800, 43.36500)  0.064
H (42.80100, 47.58100, 44.88500)  0.095
C (35.59400, 46.29700, 39.15800)  -0.079
C (36.93200, 45.84100, 39.50300)  -0.417
C (37.82300, 45.18100, 38.41800)  -0.008
O (37.32800, 45.92600, 40.77600)  -0.053
H (34.93100, 46.40800, 40.16700)  0.123
H (34.95800, 45.40400, 38.50900)  0.158
H (35.69800, 47.43600, 38.82100)  0.128
H (38.85500, 45.10200, 38.79100)  0.086
H (37.76600, 45.53200, 37.44000)  0.065
H (37.56700, 44.24200, 38.25200)  0.025
C (40.21500, 48.01200, 40.26800)  0.006
C (41.38300, 49.02100, 40.69800)  -0.310
C (41.02100, 50.48500, 40.49700)  0.029
O (42.47600, 48.65100, 41.17900)  0.021
H (40.30500, 47.02400, 40.46800)  0.023
H (40.08900, 48.17100, 39.24300)  0.057
H (39.24200, 48.20600, 40.64700)  0.045
H (39.95400, 50.76400, 40.56800)  0.081
H (41.20400, 50.84500, 39.53200)  0.087
H (41.57500, 50.89900, 41.05200)  -0.044
C (38.90900, 48.22300, 43.78400)  -0.010
C (38.44600, 49.67400, 43.84700)  -0.430
C (38.62600, 50.22600, 45.09300)  -0.077
O (37.94700, 50.20300, 42.74000)  -0.021
H (38.82600, 47.76000, 42.72300)  0.101
H (38.37600, 47.59200, 44.28600)  0.011
H (39.93900, 48.04400, 44.12800)  0.086
H (39.61100, 50.03100, 45.63100)  0.111
H (37.75200, 50.02500, 45.75100)  0.117
H (38.77500, 51.35900, 45.28900)  0.124
C (36.46900, 53.13000, 38.25600)  -0.046
C (36.47000, 51.70600, 38.69300)  -0.426
C (37.80600, 51.07300, 38.68800)  -0.046
O (35.38500, 51.06300, 39.08000)  -0.014
H (35.50800, 53.72100, 38.64100)  0.133
H (36.60900, 53.35200, 37.17100)  0.103
H (37.16300, 53.57100, 38.86600)  0.035
H (38.58800, 51.51700, 39.39200)  0.096
H (38.12500, 50.77200, 37.69100)  0.093
H (37.67700, 50.03800, 39.06400)  0.080
C (41.98000, 44.70300, 43.38400)  -0.067
C (40.96700, 43.62200, 43.46900)  -0.346
C (39.77000, 43.83100, 42.45900)  -0.031
O (41.07900, 42.46700, 44.17700)  -0.053
H (41.70200, 45.72100, 43.67200)  0.051
H (42.30400, 44.99700, 42.31800)  0.108
H (42.74200, 44.30600, 44.23100)  0.139
H (39.69800, 43.00600, 41.80700)  0.053
H (40.00000, 44.47500, 41.59500)  0.061
H (38.74600, 43.90400, 42.76600)  0.073

The molar mass is 436.586 g mol⁻¹. The orbital gap is 9.93 eV. The maximum force is 12.7 eV/A. As for the SMILES: CCOC(C)=O.CC(C)=O.CC(C)=O.CC(C)=O.CC(C)=O.CC(C)=O.CC(C)=O.

=====

A structure of composition C45H51AsCl5N12O4SV at a distorted geometry, computed with ωB97M-V/def2-TZVPD.

Each line ends with the Mulliken spin population.
CARTESIAN COORDINATES (ANGSTROEM)
V (0.62897, 0.52381, 0.19532)  2.847
Cl (2.74110, 1.96923, 2.43729)  0.001
C (2.81484, 2.56905, 0.79230)  0.069
C (1.86603, 2.15258, -0.16953)  -0.098
C (2.07941, 2.78283, -1.41226)  0.036
Cl (0.93986, 2.52040, -2.73382)  0.003
C (3.13775, 3.64484, -1.72071)  -0.023
Cl (3.33486, 4.31114, -3.29945)  -0.001
C (4.05198, 3.97451, -0.73223)  0.039
Cl (5.37840, 5.01865, -1.07488)  0.004
C (3.87210, 3.44634, 0.53844)  -0.018
Cl (4.99672, 3.88720, 1.78061)  -0.001
N (1.25970, -0.48501, -1.54152)  0.043
C (2.70610, -0.79611, -1.44696)  0.000
C (3.17788, -1.72361, -2.55431)  -0.001
C (4.67326, -2.02846, -2.59906)  0.000
C (5.55698, -0.78590, -2.43913)  0.000
N (5.58305, -0.41002, -1.02497)  0.000
C (5.62194, 0.82302, -0.54341)  0.000
N (6.07610, 1.83824, -1.28493)  0.001
N (5.19675, 1.04317, 0.70322)  0.001
C (2.93806, -1.23773, 0.01361)  -0.004
O (3.80902, -2.08204, 0.30516)  0.010
O (2.21408, -0.62414, 0.85100)  -0.029
H (0.73363, -1.35858, -1.56298)  0.003
H (1.03761, -0.02484, -2.42049)  0.005
H (3.21169, 0.16885, -1.54331)  -0.013
H (2.89881, -1.25869, -3.50526)  0.001
H (2.61451, -2.66023, -2.49521)  0.001
H (4.90849, -2.48453, -3.55966)  0.000
H (4.92829, -2.76332, -1.83214)  0.000
H (5.14952, 0.04771, -3.02094)  0.000
H (6.55995, -0.99634, -2.81184)  0.000
H (5.12655, -1.08101, -0.41346)  -0.001
H (6.40906, 1.67701, -2.21852)  0.000
H (5.98913, 2.78954, -0.97550)  0.000
H (4.69715, 0.30630, 1.18672)  0.000
H (5.20186, 1.96227, 1.10406)  0.000
C (-3.83293, 3.57853, -0.33395)  -0.002
N (-2.96113, 2.42069, -0.43626)  0.004
C (-1.64391, 2.42486, -0.61903)  0.055
N (-1.17384, 1.19236, -0.53918)  -0.017
C (-2.31108, 0.45510, -0.30961)  0.049
N (-3.40593, 1.16112, -0.20524)  -0.001
C (-5.00226, 3.56205, -1.28442)  0.000
C (-5.73836, 4.73673, -1.40958)  0.000
C (-6.83689, 4.78884, -2.25780)  0.000
C (-7.22682, 3.65243, -2.95465)  0.000
C (-6.51358, 2.46759, -2.78439)  0.000
C (-5.38964, 2.43342, -1.97412)  0.002
C (-7.00626, 1.24316, -3.42106)  0.000
N (-8.10952, 1.07618, -4.06356)  0.000
N (-8.13084, -0.26707, -4.44636)  0.000
C (-7.05452, -0.79470, -3.97984)  0.000
O (-6.28845, 0.10623, -3.32896)  0.000
C (-6.59830, -2.17926, -4.07978)  0.000
C (-7.41683, -3.12641, -4.68302)  0.000
C (-6.96730, -4.43102, -4.79375)  0.000
C (-5.72277, -4.79038, -4.29450)  0.000
C (-4.90844, -3.84879, -3.67305)  0.000
C (-3.55901, -4.30241, -3.13432)  0.000
N (-2.91413, -3.37609, -2.21007)  0.000
C (-2.96868, -3.35841, -0.86911)  -0.002
N (-2.36788, -2.28585, -0.39369)  -0.001
C (-1.95514, -1.66382, -1.53237)  0.013
N (-2.26242, -2.27942, -2.65602)  0.001
C (-5.35067, -2.53899, -3.57575)  0.000
H (-3.20568, 4.44838, -0.51591)  0.001
H (-4.20645, 3.65206, 0.68760)  0.000
H (-1.05790, 3.31570, -0.79065)  -0.007
H (-2.31108, -0.61802, -0.20077)  -0.034
H (-5.44208, 5.61982, -0.85102)  0.000
H (-7.39583, 5.71024, -2.36582)  0.000
H (-8.09252, 3.65714, -3.60274)  0.000
H (-4.85280, 1.50141, -1.84471)  -0.001
H (-8.38636, -2.83212, -5.06408)  0.000
H (-7.59360, -5.17767, -5.26596)  0.000
H (-5.38934, -5.82008, -4.37960)  0.000
H (-2.86260, -4.47699, -3.95097)  0.000
H (-3.68929, -5.24009, -2.59765)  0.000
H (-3.44755, -4.13399, -0.28721)  0.000
H (-1.42200, -0.72289, -1.53432)  0.026
H (-4.73596, -1.77681, -3.11632)  0.000
O (-0.36327, 1.39590, 1.94871)  0.019
S (-0.36176, 0.92455, 3.39899)  0.002
C (-0.37046, 2.45506, 4.38300)  0.000
C (-1.67124, 2.48296, 5.18021)  0.000
C (-2.72509, 1.86488, 4.26505)  0.000
C (-2.10128, 0.56154, 3.77788)  0.005
H (-0.33412, 3.22603, 3.61242)  0.000
H (0.53490, 2.50103, 4.98505)  0.001
H (-1.92197, 3.49673, 5.48958)  0.000
H (-1.57144, 1.87672, 6.08442)  0.000
H (-2.92068, 2.51990, 3.41182)  0.000
H (-3.67060, 1.68921, 4.77746)  0.000
H (-2.52198, 0.16497, 2.85426)  -0.002
H (-2.11683, -0.21260, 4.54879)  0.000
C (-1.77228, -2.86290, 2.45217)  0.001
As (-0.25008, -2.12218, 1.46906)  0.011
C (1.11570, -2.90315, 2.61126)  0.001
C (-0.16991, -3.40507, -0.04946)  -0.008
C (-0.04073, -4.85098, 0.32932)  0.005
C (1.22051, -5.42611, 0.48881)  0.000
C (1.35182, -6.75943, 0.85328)  0.000
C (0.22201, -7.54050, 1.06320)  0.000
C (-1.03760, -6.98059, 0.89998)  0.000
C (-1.16689, -5.64666, 0.53377)  0.000
H (-1.69749, -3.94957, 2.47516)  -0.001
H (-2.73095, -2.57143, 2.02149)  0.001
H (-1.71630, -2.49188, 3.47546)  0.001
H (0.83014, -3.92335, 2.86561)  -0.001
H (1.18632, -2.30347, 3.51892)  0.002
H (2.08472, -2.89574, 2.11747)  -0.002
H (0.71068, -3.11060, -0.62473)  0.007
H (-1.05503, -3.22544, -0.66092)  0.000
H (2.10700, -4.81727, 0.33370)  0.000
H (2.33899, -7.19069, 0.97103)  0.000
H (0.32287, -8.58117, 1.34435)  0.000
H (-1.92347, -7.58508, 1.05386)  0.000
H (-2.15362, -5.22053, 0.38626)  0.000

The charge is +1. The molar mass is 1159.181 g mol⁻¹. The orbital gap (spin up / spin down) is 7.40 / 8.76 eV. The maximum force is 2.9 eV/A. The spin multiplicity is 4.

=====

The molecule CH5N3 at a distorted geometry, computed with ωB97M-V/def2-TZVPD.

Each line ends with the natural charge from an NBO analysis.
CARTESIAN COORDINATES (ANGSTROEM)
C (1.23982, -0.01789, 0.45871)  -0.445
N (-0.91651, -0.11795, -0.31939)  0.030
N (-1.91820, 0.05237, -0.94711)  -0.466
N (0.13614, 0.59351, -0.31504)  -0.361
H (2.12146, -0.42065, 0.05965)  0.204
H (1.52278, 0.68266, 1.30369)  0.196
H (0.70788, -0.71736, 1.03468)  0.158
H (-1.01862, -0.96910, 0.30278)  0.351
H (-1.87476, 0.91440, -1.57796)  0.332

The molar mass is 59.072 g mol⁻¹. The orbital gap is 9.80 eV. The maximum force is 6.8 eV/A.

=====

A cluster of 10 separate species, C10H42NO9 in total at a distorted geometry, computed with ωB97M-V/def2-TZVPD.

Each line ends with the natural charge from an NBO analysis.
CARTESIAN COORDINATES (ANGSTROEM)
N (0.04829, -0.67077, -0.31444)  -0.876
H (0.75456, -0.04441, -0.67356)  0.470
H (0.45994, -1.28729, 0.37153)  0.456
H (-0.31143, -1.21624, -1.08462)  0.404
H (-0.71145, -0.13144, 0.07544)  0.490
C (-3.07436, -0.22284, 2.11664)  -0.253
O (-2.20184, -0.82166, 1.21313)  -0.764
H (-2.60378, 0.69877, 2.45912)  0.202
H (-4.07143, -0.03941, 1.71627)  0.178
H (-3.29405, -0.86024, 2.97312)  0.178
H (-2.51700, -1.68944, 0.95001)  0.471
C (2.22914, 0.92417, 4.36276)  -0.637
C (3.38997, -0.08612, 3.96100)  0.087
C (2.86767, -1.39952, 3.43212)  -0.648
O (4.15520, 0.44069, 2.88801)  -0.726
H (1.47098, 1.09154, 3.59773)  0.197
H (2.61539, 1.91208, 4.61366)  0.235
H (1.60691, 0.50924, 5.15571)  0.224
H (3.95765, -0.34084, 4.85596)  0.182
H (1.88834, -1.64570, 3.84249)  0.211
H (3.55060, -2.21868, 3.65729)  0.224
H (2.57261, -1.44962, 2.38401)  0.187
H (4.71387, -0.32161, 2.71953)  0.469
C (-1.98754, 3.50867, -0.68488)  -0.631
C (-1.22797, 3.41017, 0.58226)  0.094
C (-2.12671, 3.49626, 1.87494)  -0.634
O (-0.52718, 2.16797, 0.60135)  -0.799
H (-2.23953, 2.57577, -1.18916)  0.193
H (-1.40015, 3.96869, -1.47952)  0.211
H (-2.92543, 4.05281, -0.57360)  0.235
H (-0.54109, 4.25376, 0.65039)  0.175
H (-2.47885, 4.48120, 2.18154)  0.236
H (-1.61044, 2.98486, 2.68736)  0.209
H (-2.88635, 2.72587, 1.74255)  0.196
H (0.24315, 2.13460, 1.17326)  0.510
C (-0.81831, -1.99901, -4.97091)  -0.675
C (-1.71645, -0.95810, -4.27579)  0.075
C (-3.25336, -1.19949, -4.68129)  -0.537
O (-1.57093, -1.13018, -2.93312)  -0.352
H (0.16617, -1.58794, -5.19431)  0.268
H (-1.20456, -2.22855, -5.96400)  0.275
H (-0.67085, -2.92519, -4.41543)  0.250
H (-1.41493, 0.03385, -4.61229)  0.346
H (-3.96309, -0.53819, -4.18423)  0.259
H (-3.50852, -2.18977, -4.30403)  0.256
H (-3.41004, -1.17323, -5.75965)  0.273
H (-0.81108, -1.71125, -2.85196)  0.532
O (0.94618, -2.57375, -2.35720)  -0.992
H (0.97639, -3.44592, -1.96396)  0.498
H (1.59996, -2.06941, -1.87301)  0.509
O (2.06124, 1.79227, 1.06677)  -0.977
H (2.88417, 1.62883, 1.52755)  0.513
H (2.32690, 2.03378, 0.17945)  0.477
O (3.11402, -1.55170, -1.07824)  -0.977
H (3.14894, -2.26464, -0.44049)  0.490
H (4.02337, -1.26744, -1.17046)  0.511
O (0.27720, -3.22181, 1.47487)  -0.965
H (0.01646, -2.82582, 2.30640)  0.492
H (-0.44090, -3.81576, 1.25629)  0.483
O (1.08230, 1.23610, -2.20959)  -0.966
H (0.44172, 1.57243, -2.83631)  0.483
H (1.93046, 1.48842, -2.57457)  0.495

The charge is +2. The molar mass is 320.444 g mol⁻¹. The orbital gap (spin up / spin down) is 9.01 / 2.39 eV. The maximum force is 3.8 eV/A. The spin multiplicity is 2.